Entry from the OMol25 dataset: a cluster of 6 separate species, C34H73F7N4O9PS5 in total in a non-equilibrium geometry (the ωB97M-V functional and the def2-TZVPD basis).

Values from the calculation:
Total charge: +1

Geometry (Å):
S: -2.4696 2.9678 7.2261
S: -1.7312 9.9642 1.1989
S: 8.1289 -3.6312 -2.7085
S: -0.2324 5.3635 1.2592
S: -5.9726 1.7108 3.1482
P: 0.6876 0.4736 -1.5076
F: 4.5099 -5.1420 -4.1485
F: 3.4565 -4.5011 -5.9767
F: 2.1254 -6.5187 -5.5196
F: 0.8514 -5.1054 -4.4294
F: 2.4732 -2.4735 -5.1004
F: 4.3305 -2.6103 -3.9072
F: 2.3528 -6.4653 -3.3269
O: -3.4257 2.5303 6.1666
O: -0.7333 0.4917 -1.9964
O: 0.1734 4.0215 1.7761
O: 8.3591 -2.7057 -1.5620
O: -2.4524 8.9059 0.4308
O: 0.0744 -2.3434 -3.0848
O: -4.9311 0.9567 2.3893
O: -2.7155 -1.8641 3.8046
O: 4.3684 1.0832 1.4564
N: 2.3724 3.4096 0.3543
N: 2.2476 -3.0975 -2.8224
N: 2.5700 -1.5197 1.0049
N: 2.6692 -1.3341 -0.4173
C: -1.9955 -1.8560 -4.4550
C: -6.0232 1.0305 4.8166
C: 9.5562 -4.7254 -2.8170
C: 3.0072 -3.1569 -4.0101
C: -2.9716 -3.4493 -6.2514
C: 1.3252 -1.3123 -1.1228
C: 0.5651 -4.9495 -1.3176
C: -3.5317 -3.9666 -3.8157
C: -5.2573 3.2993 3.6129
C: -0.4483 -0.7982 0.8358
C: -2.8306 10.5205 2.5152
C: -3.4320 3.7646 8.5250
C: 1.9898 -4.6706 -0.7582
C: -3.6941 -2.8927 3.6202
C: 3.2834 -4.6442 -4.5956
C: 2.0875 -5.6653 -4.4164
C: -2.0276 1.5084 8.1872
C: 1.3515 -1.9460 -2.6285
C: -0.9901 -1.6029 2.1183
C: 0.1166 -1.8750 -0.2325
C: 2.8705 -3.6709 -1.6271
C: -1.2813 5.0967 -0.1795
C: -1.5421 5.9780 2.3348
C: 3.2998 1.0649 0.4794
C: 6.9666 -4.8926 -2.1523
C: -0.4251 -1.6514 -4.2300
C: 3.5187 -0.0988 -0.5967
C: -2.4480 -1.1639 2.5504
C: -0.5728 -5.1264 -1.6674
C: 3.3768 2.4815 -0.2631
C: -2.3881 -3.3709 -4.7493
C: -2.8972 -1.1900 -3.3484
C: 3.5730 -2.4918 -0.8450
C: -1.8113 11.4839 0.2343
H: -2.4855 -0.0665 2.8145
H: -2.8456 11.6975 -0.0391
H: -1.9484 6.9038 1.9221
H: -1.6944 6.0515 -0.5098
H: -6.4084 0.0119 4.7619
H: 4.6156 -0.3464 -0.4140
H: -2.9580 9.7039 3.2255
H: -1.4237 1.8075 9.0452
H: 7.3194 -5.3412 -1.2221
H: 6.0009 -4.4167 -1.9822
H: -1.3097 -0.2113 0.4194
H: 0.3851 -2.7737 0.3817
H: -0.7958 -2.1456 -0.8224
H: -4.2470 3.1110 8.8393
H: 2.8191 4.3293 0.4658
H: 9.3696 -5.4942 -3.5682
H: -6.6880 1.6344 5.4360
H: -4.4692 -3.3682 -4.0360
H: 1.5134 1.0322 -2.5391
H: -3.6346 -3.7010 4.4165
H: 1.8496 -4.3869 0.3193
H: 1.7312 -1.0877 -3.2779
H: 9.7479 -5.1854 -1.8466
H: 2.3424 -2.5015 1.2175
H: 3.5093 -1.4273 1.4286
H: 0.7475 1.3374 -0.3818
H: 10.4210 -4.1328 -3.1142
H: 4.3982 2.9379 -0.0687
H: -1.2179 11.3490 -0.6697
H: -4.0014 -1.3060 -3.5908
H: 2.4908 -5.6898 -0.7388
H: 2.2031 3.0906 1.3165
H: -1.1165 6.1778 3.3182
H: 4.1140 -2.9777 0.0221
H: 3.1610 2.3910 -1.3727
H: 3.5182 0.2896 -1.6623
H: 2.3189 1.0197 1.0194
H: 3.7459 -4.3026 -1.9889
H: -2.7607 -1.5878 -2.3071
H: -1.4465 0.8410 7.5513
H: -2.0598 -3.5074 -6.9286
H: -3.8010 10.7942 2.0986
H: -3.2530 -1.4347 1.8149
H: 6.8609 -5.6579 -2.9223
H: -4.3018 3.1459 4.1159
H: -3.2316 -3.8220 -2.7419
H: -3.5991 -3.4348 2.6310
H: -3.8441 4.6921 8.1277
H: -5.0205 1.0166 5.2457
H: -2.2037 -1.2871 -5.4179
H: -2.7183 -0.0715 -3.4081
H: 0.3900 -0.1516 1.2326
H: -1.6882 -5.1500 -1.6798
H: 0.0031 -2.0284 -5.2190
H: -5.1012 3.8855 2.7069
H: -0.6703 4.6717 -0.9760
H: -0.3192 -1.4133 3.0138
H: -2.3307 5.2295 2.4272
H: -3.6394 -2.5830 -6.4981
H: 3.9856 0.7662 2.2980
H: -1.5323 -4.1004 -4.7274
H: -3.6600 -5.0535 -4.0692
H: -4.7318 -2.4404 3.7434
H: -3.4739 -4.4570 -6.3550
H: -2.7831 3.9913 9.3720
H: -1.0149 -2.7192 1.9619
H: -5.9470 3.8296 4.2713
H: -2.9305 0.9959 8.5223
H: -2.0863 4.4035 0.0698
H: -0.2069 -0.5348 -4.2507
H: -1.3984 12.3078 0.8180
H: 4.4140 -2.1528 -1.5278
H: -2.3845 11.3761 3.0241

Cartesian forces (eV/Å) of the 3 atoms listed first:
S 0.052 -0.011 0.048
S -0.003 0.074 0.003
S 0.095 0.103 -0.038

***

Entry from the OMol25 dataset: a cluster of 5 separate species, C34H74N6OSi in total in a non-equilibrium geometry (the ωB97M-V functional and the def2-TZVPD basis).

Values from the calculation:
Total charge: 0
Structure (SMILES): CNC[Si@H](Cc1ccccc1)OC#N.CCN(CC)CC.CCN(CC)CC.CCN(CC)CC.CCN(CC)CC

Geometry (Å):
Si: -0.7485 -2.6614 2.4545
O: -1.1689 -2.6899 4.1768
N: -3.6282 -1.4423 4.3402
N: 6.7261 2.3067 2.9839
N: 2.6525 2.1943 -3.9037
N: 2.1048 -3.2310 2.5686
N: -8.0006 -0.4155 1.2863
N: -2.2739 -1.7720 -4.1140
C: 3.4513 -2.5094 2.7846
C: 6.6421 1.3886 1.8423
C: -3.6813 -2.6330 -6.0124
C: 2.1878 3.2115 -4.8539
C: 1.1286 -2.1063 2.3033
C: 2.8609 -0.2665 -3.4272
C: -2.5836 -2.2412 4.3743
C: -9.1715 -1.2690 1.5191
C: -9.8904 -1.1325 2.8582
C: 8.6821 1.1630 4.1766
C: -3.5302 -3.2256 -2.4277
C: -1.7421 -1.2907 1.4591
C: 0.2338 2.0208 3.4898
C: -0.3179 -2.9158 -2.9213
C: -8.3290 1.0139 1.2408
C: -0.2192 0.8473 0.3804
C: 5.4698 0.8531 4.6702
C: -0.9201 -1.6662 -3.5576
C: -0.6697 0.6698 3.2623
C: 0.6872 2.2096 0.6364
C: 5.3187 1.4457 1.0855
C: 5.6579 2.1998 3.9785
C: 3.8481 2.5616 -3.1437
C: -0.8654 0.1126 1.7004
C: -7.1912 1.9053 0.7528
C: -2.3579 -2.6902 -5.2556
C: -3.3421 -1.8789 -3.1194
C: 8.0799 2.4125 3.5403
C: -6.7807 -0.4029 3.5327
C: -6.8097 -0.7803 2.0548
C: 0.9288 2.7780 2.1876
C: 2.6290 0.8353 -4.4566
C: 3.0215 3.4365 -6.1121
C: 5.1913 2.4908 -3.8636
H: 6.0037 2.4668 -3.1269
H: -6.3364 1.8885 1.4352
H: 1.1703 2.9400 -5.1681
H: 1.6091 3.7291 2.3016
H: -5.9346 -0.3297 1.5709
H: -3.2061 -1.1057 -2.3513
H: 3.9259 4.0092 -5.8971
H: 3.6406 -2.2467 3.9207
H: 3.3043 2.5025 -6.6019
H: 4.4726 0.8081 5.1248
H: 6.8297 0.3545 2.1415
H: -4.2901 -1.6074 -3.5997
H: 3.8624 -0.2145 -2.9903
H: -0.7405 -3.1059 -1.9327
H: -0.4499 -3.8071 -3.5380
H: -1.7209 -1.5862 0.3072
H: 0.7584 -2.7753 -2.7804
H: 5.1121 2.4562 0.7190
H: 8.2595 0.9728 5.1652
H: 5.3587 3.3699 -4.4885
H: -7.5351 2.9435 0.6938
H: -1.5711 -2.4244 -5.9764
H: -0.8917 -3.9962 1.8260
H: -9.1647 1.1583 0.5407
H: 2.2559 -3.7358 1.6437
H: 4.7099 2.4713 3.4982
H: -0.2480 -1.3418 -4.3643
H: -10.0677 -0.0916 3.1362
H: 2.4452 4.0210 -6.8363
H: 1.1723 2.7415 -0.2960
H: -10.8667 -1.6247 2.8041
H: 5.3597 0.7765 0.2195
H: 5.5495 0.0100 3.9797
H: 3.9036 1.9206 -2.2554
H: 1.6369 0.6534 -4.8946
H: 0.4004 2.4535 4.5663
H: -6.8506 1.6076 -0.2439
H: -4.5274 -3.2706 -1.9731
H: 4.4784 1.1185 1.7047
H: -7.3484 -1.1109 4.1391
H: -4.5216 -2.9602 -5.3932
H: -1.1180 0.1385 4.2043
H: 1.3880 -1.2269 3.0602
H: 2.0695 4.1693 -4.3333
H: 8.7520 2.7369 2.7336
H: -2.1703 -3.7242 -4.9564
H: 5.2902 1.5969 -4.4842
H: 3.3536 0.7162 -5.2658
H: 8.5501 0.2716 3.5598
H: 5.7939 2.9730 4.7466
H: -8.6691 1.3809 2.2122
H: -5.7473 -0.4293 3.8997
H: 2.7706 -1.2462 -3.9085
H: 3.7238 3.5719 -2.7311
H: -2.8573 -1.1980 1.8011
H: 6.1906 0.7124 5.4776
H: -9.3375 -1.6225 3.6622
H: 9.7584 1.3035 4.3175
H: -7.1648 0.6031 3.7183
H: -3.8879 -1.6225 -6.3789
H: -0.8893 -0.8488 -2.8273
H: 3.4033 -1.4557 2.2262
H: -8.8911 -2.3192 1.3748
H: -2.8094 -3.3663 -1.6202
H: -6.6324 -1.8605 1.9648
H: 4.3576 -3.0794 2.3076
H: 8.1107 3.2299 4.2706
H: -0.4121 0.3588 -0.6781
H: 2.1230 -0.2201 -2.6201
H: -3.6403 -3.3023 -6.8784
H: 1.2868 -1.6353 1.2180
H: -9.9011 -1.0657 0.7228
H: 7.4289 1.6543 1.1215
H: -3.4505 -4.0687 -3.1182

Cartesian forces (eV/Å) of the 3 atoms listed first:
Si 0.981 1.622 -0.659
O -5.430 1.425 -0.234
N 9.132 -7.475 0.567

***

| no. | HOMO (eV) | E (a.u.) |
| --- | --- | --- |
| 1 | -9.921 | -5266.14662 |
| 2 | -7.908 | -2032.65876 |